<i>
Here is a 8-piece molecular cluster, C39H46N8O13 overall from OMol25. Energies are from ωB97M-V/def2-TZVPD.

Structure (ORCA input):
```
! RIJCOSX wB97M-V def2-TZVPD def2/J DEFGRID3
* xyz 0 1
C -6.062 -0.023 10.680
O 0.812 6.250 -1.896
H 3.748 -2.431 7.863
C 0.570 -1.679 2.449
C 7.173 4.275 1.267
C -2.172 -2.384 -10.365
C -0.166 -0.979 0.118
H -1.703 7.604 -1.764
C 3.153 -1.656 7.379
C -3.450 6.881 -2.676
C -1.759 -1.990 1.697
C 5.064 2.970 1.496
C -1.189 -2.005 -8.208
H -4.150 0.557 7.355
C -2.526 -6.157 -3.001
C -3.465 4.603 -3.302
C -2.124 4.479 -2.937
O 4.717 1.550 8.265
H 3.450 -1.757 6.335
H -1.935 -3.023 1.397
C -4.898 -0.918 8.680
H -6.518 -0.297 11.620
H -2.182 -1.815 2.686
H -2.484 0.859 -9.350
N 6.220 3.717 2.073
H 2.104 -1.919 7.513
N -1.578 -7.230 -3.391
H -4.931 -3.408 -2.084
C -4.142 5.790 -3.222
H -5.063 6.083 -3.704
H -3.183 -0.789 -11.246
O -4.903 -3.236 8.280
C -4.276 -4.222 -2.361
H -6.022 -2.075 10.055
C -4.062 -5.206 -1.435
C -4.569 0.395 8.337
H -2.198 -2.910 -11.308
H 6.379 -0.843 -6.308
O -1.980 -8.402 -3.266
H 1.477 0.881 7.564
H 5.247 4.594 3.677
C 4.962 0.765 -6.054
O 1.820 -1.426 2.323
H -2.481 -1.539 1.016
H 2.836 1.189 -3.430
C -1.444 5.544 -2.368
H -6.062 2.178 10.838
H 3.609 2.365 -5.287
N -0.371 -1.530 1.455
H 6.873 4.115 0.219
H -4.694 -5.230 -0.560
O 0.163 4.423 -1.137
C -3.197 -6.210 -1.755
N -4.480 -2.099 7.987
O -0.626 -6.962 -4.068
C -1.392 -2.863 -9.294
C -1.568 -0.689 -8.245
H -3.917 7.854 -2.635
C 3.712 0.820 -3.942
C 2.045 0.395 8.357
C -5.676 -1.076 9.834
C 6.115 3.962 3.489
C 5.466 -0.842 -4.289
O 5.861 -2.409 -2.583
C -4.913 1.461 9.172
N -1.374 0.084 -7.046
H -1.684 3.494 -3.003
H -0.717 -2.444 -7.341
H -3.816 -3.266 -4.296
H 4.131 3.418 1.838
H 1.326 -0.370 8.649
C -2.140 6.737 -2.238
H 7.027 4.439 3.850
H -0.573 -1.549 -0.717
C -3.777 -4.162 -3.695
H 5.049 2.971 0.406
C 4.532 0.419 7.747
O -1.308 1.282 -7.137
H 5.297 -0.070 7.124
H -0.681 -0.061 -0.166
H -4.575 2.419 8.806
H -3.900 3.695 -3.691
C -2.293 -0.204 -9.366
N 3.313 -0.212 7.850
C 5.734 -0.330 -5.610
H 4.962 1.948 1.862
C 4.426 -0.289 -3.481
H -2.309 -5.160 -4.814
H 0.083 -2.130 3.328
O -3.685 -2.003 7.098
N -0.069 5.426 -1.825
C 4.096 1.411 -5.151
O -1.228 -0.562 -5.943
N 6.254 -1.946 -3.664
H 0.855 -0.667 -0.104
H 2.136 1.179 9.109
O 8.219 4.882 1.762
O 7.260 -2.232 -4.311
H 4.197 -0.845 -2.584
C -5.727 1.299 10.307
C -2.855 -5.157 -3.882
H -2.916 -7.001 -1.075
H 6.045 3.036 4.060
H -1.014 -3.875 -9.313
H 5.301 1.201 -6.982
C -2.667 -1.144 -10.366
*
```

Calculated values
E_LUMO   -1.1 eV
HOMO level   -8.9 eV
SMILES string   O=[N+]([O-])c1ccccc1.O=[N+]([O-])c1ccccc1.O=[N+]([O-])c1ccccc1.O=[N+]([O-])c1ccccc1.O=[N+]([O-])c1ccccc1.CN(C)C=O.CN(C)C=O.CN(C)C=O

<ii>
Here is a 8-piece molecular cluster, C39H46N8O13 overall from OMol25. Energies are from ωB97M-V/def2-TZVPD.

Structure (ORCA input):
```
! RIJCOSX wB97M-V def2-TZVPD def2/J DEFGRID3
* xyz 0 1
O 3.678 4.998 -4.362
C 0.011 1.669 -7.195
O 1.080 -7.927 1.357
O -6.347 4.516 6.833
C 4.257 1.111 3.240
H 0.337 -2.507 4.291
N 0.188 0.327 -0.589
O 4.777 2.201 3.677
C 1.059 -6.098 -1.798
H 2.378 -4.126 -1.949
C -5.365 2.773 4.742
N 5.019 0.246 2.546
H -2.604 4.104 6.397
H 2.525 -6.311 4.811
C -0.363 -6.533 -1.569
H -5.874 2.504 -4.697
C -5.870 1.364 -2.624
O -4.540 5.726 6.768
C -4.595 3.625 5.640
C 2.934 3.627 0.452
C -2.487 2.300 5.008
C 0.239 -3.840 2.623
O 1.786 -8.320 -2.404
H -1.543 1.912 5.254
H 3.846 1.710 0.442
C 6.297 0.555 2.089
H -4.295 4.348 -3.980
H -0.999 0.009 1.131
H -0.542 -1.405 0.037
C -0.777 -0.403 0.138
C 1.110 -6.214 2.953
H -0.422 -3.342 1.904
H -0.291 -5.579 1.359
O -6.457 -0.479 -0.448
C -3.026 3.349 5.781
N 2.125 -7.025 -2.231
N 0.399 1.797 -5.808
C 3.586 2.567 -0.111
H 2.214 -4.067 5.517
H 6.414 1.011 1.013
C 0.237 -5.213 2.123
H -6.396 2.891 4.615
H -3.577 4.505 -1.677
H -0.752 1.579 -2.029
H -6.692 0.562 -2.734
C -5.350 1.481 -1.167
H 3.076 6.078 -1.931
N -5.205 4.673 6.461
O 4.594 3.040 -4.360
H -5.232 0.854 3.105
H -2.657 0.711 3.416
C -3.229 1.503 4.070
C -1.282 -4.199 -1.211
H 0.265 -2.599 -1.580
C -4.727 1.655 3.952
H -1.188 2.826 -5.215
C 1.618 -4.243 4.669
H 3.340 -0.836 1.950
C 1.320 -4.657 -1.609
C -5.473 2.371 -3.602
C -0.610 2.266 -4.751
C -4.489 2.588 -0.794
C -0.263 1.664 -1.114
O -4.588 0.145 0.576
H 4.286 1.438 -2.061
H 7.213 -0.223 1.962
C 1.495 1.261 -5.378
C 1.420 -0.132 -0.907
H -1.829 -0.335 -0.355
H -0.617 2.344 -7.591
C -1.493 -5.597 -1.336
O 1.891 1.144 -4.217
C 3.942 2.481 -1.497
H 2.774 3.763 1.495
H -0.564 -7.490 -1.698
C 0.743 -3.368 3.872
H -1.004 1.456 -4.152
O 3.287 -6.640 -2.193
H 4.533 -1.853 2.703
H 0.622 2.232 -1.361
O 1.983 -1.116 -0.398
C 2.999 5.058 -1.651
C 3.571 3.861 -2.415
N 3.909 3.960 -3.795
N 1.240 -7.652 2.553
H -0.374 2.801 -4.002
C 0.208 -3.665 -1.397
H 1.058 1.502 -7.847
H 6.727 1.489 2.538
H 3.264 0.868 3.603
H -2.566 -6.106 -1.198
H -4.079 2.670 0.210
H -2.340 -3.723 -0.971
H 1.762 0.377 -1.745
C -4.006 3.651 -1.924
H 2.142 5.650 0.182
C 1.902 -5.706 4.144
C -4.374 3.548 -3.245
H -0.954 2.250 -0.458
O 1.431 -8.358 3.480
H 1.841 0.702 -6.283
H -0.505 0.851 -7.043
C 4.363 -1.008 2.202
H 4.676 -1.469 1.182
N -5.639 0.385 -0.192
C 2.460 4.878 -0.213
*
```

Calculated values
E_LUMO   -2.0 eV
HOMO level   -9.3 eV
SMILES string   O=[N+]([O-])c1ccccc1.O=[N+]([O-])c1ccccc1.O=[N+]([O-])c1ccccc1.O=[N+]([O-])c1ccccc1.O=[N+]([O-])c1ccccc1.CN(C)C=O.CN(C)C=O.CN(C)C=O

Most stable structure: <i>